Entry 1:
This record from OMol25 describes a cluster of 2 separate species, C29H38O3 in total in a non-equilibrium geometry. The level of theory is the ωB97M-V functional and the def2-TZVPD basis.

Summary:
* frontier orbital gap: 1.56 eV

The geometry in ORCA input format:
```
! RIJCOSX wB97M-V def2-TZVPD def2/J DEFGRID3
* xyz 0 1
C -1.61868 2.73371 -3.25364
C -1.09328 1.96294 -2.05773
O 0.26338 2.24013 -1.79453
C 0.72478 1.44704 -0.77097
C 2.12791 1.59612 -0.44406
C 2.81428 0.76542 0.48831
O 4.04008 0.75750 0.54308
C 2.04872 -0.13402 1.41793
C 1.65886 -1.45509 0.75724
C 2.83626 -2.44347 0.56907
C 3.12481 -2.77567 -0.91037
C 4.20798 -1.87448 -1.54234
C 3.89103 -1.50507 -3.00179
C 3.03400 -0.23790 -3.09822
C 3.87793 1.02817 -2.93210
C 3.05075 2.30161 -2.68595
C 2.90742 2.62118 -1.19475
O 0.00485 0.63419 -0.19657
H -2.66659 2.51132 -3.46442
H -1.53102 3.80794 -3.08746
H -1.04250 2.49907 -4.14969
H -1.65145 2.19832 -1.14164
H -1.17693 0.87793 -2.20664
H 2.64952 -0.32295 2.31311
H 1.15700 0.40412 1.75882
H 0.84318 -1.93219 1.31495
H 1.21015 -1.22216 -0.21455
H 3.74016 -2.02192 1.02495
H 2.64249 -3.36422 1.13703
H 3.41133 -3.83104 -1.02443
H 2.19164 -2.68752 -1.48105
H 4.30791 -0.95701 -0.94940
H 5.18858 -2.36332 -1.45948
H 4.81584 -1.34876 -3.56995
H 3.39857 -2.35775 -3.48677
H 2.50018 -0.19975 -4.05507
H 2.24711 -0.26996 -2.33700
H 4.57127 0.89579 -2.09343
H 4.52295 1.14274 -3.81248
H 3.49867 3.15689 -3.20981
H 2.05401 2.18302 -3.12798
H 2.42122 3.59539 -1.06075
H 3.90157 2.72037 -0.74009
C -1.85829 -3.81410 5.23977
C -2.26974 -2.89282 4.14305
C -2.26825 -3.32969 2.82366
C -2.65882 -2.49507 1.80490
C -3.08061 -1.16760 2.05092
C -3.48589 -0.38873 0.93208
C -3.97621 0.93687 0.77999
C -4.33376 1.35949 -0.52302
C -4.84749 2.61062 -0.76132
C -5.02806 3.49863 0.28350
C -4.67274 3.12456 1.56796
C -4.15097 1.87809 1.81699
C -3.06962 -0.74430 3.39742
C -2.67230 -1.58767 4.40702
H -1.91174 -3.32920 6.21554
H -2.50410 -4.69276 5.27227
H -0.83261 -4.15653 5.09700
H -1.95984 -4.34011 2.61230
H -2.64693 -2.85834 0.79133
H -3.42542 -0.92618 0.00009
H -4.19401 0.68016 -1.34641
H -5.11303 2.90432 -1.76488
H -5.43997 4.47839 0.09910
H -4.80179 3.82246 2.37931
H -3.85813 1.64821 2.81987
H -3.37595 0.24472 3.66556
H -2.66967 -1.24005 5.42665
*
```

Here are the natural (NBO) charges for atoms 1 to 4, given in e: -0.62, -0.06, -0.54, 0.74

Entry 2:
This record from OMol25 describes a structure of composition C29H39BN2O9P2RuSSi in a non-equilibrium geometry. The level of theory is the ωB97M-V functional and the def2-TZVPD basis.

Summary:
* frontier orbital gap (alpha / beta): 8.90 / 8.10 eV
* <S²>: 6.014

The geometry in ORCA input format:
```
! RIJCOSX wB97M-V def2-TZVPD def2/J DEFGRID3
* xyz 0 5
Ru -0.10496 0.92410 -0.73946
N -2.08352 1.39708 3.45038
C -0.81019 1.44965 2.61039
C 0.33828 2.03543 3.41928
P -0.53915 -0.29423 2.07102
O 0.03109 -0.99698 3.40766
O -1.89930 -0.81203 1.80463
O 0.58371 -0.30200 1.04286
P -1.34168 2.66906 1.29343
O -2.61667 1.96632 0.64917
O -1.82999 3.81813 2.08719
O -0.19535 2.80495 0.29157
H -1.88499 1.15522 4.41965
H -2.67981 0.66994 3.02412
H -2.52891 2.32742 3.38955
H 0.47692 1.49100 4.35641
H 0.17148 3.09218 3.62994
H 1.25666 1.94581 2.83858
H 0.97998 -1.16682 3.34997
H -2.55267 1.13354 0.14307
S 1.59084 -0.69672 -2.18663
C 1.19680 0.94488 -2.59016
N 1.16855 2.00925 -3.05792
C 6.99970 -1.93837 3.61818
C 6.90330 -0.42016 3.45265
C 8.23397 0.09826 2.88770
C 6.66875 0.19111 4.83912
C 5.78328 -0.02337 2.48669
C 5.38426 1.31545 2.39988
C 4.41914 1.76365 1.50144
C 3.85571 0.81067 0.69144
O 2.90930 0.97218 -0.31086
B 2.75532 -0.29850 -0.80709
O 3.54286 -1.24136 -0.20327
C 4.23868 -0.50943 0.75645
C 5.19380 -0.96309 1.63331
H 7.75254 -2.17232 4.37247
H 7.30418 -2.43253 2.69359
H 6.05060 -2.36866 3.94520
H 9.06701 -0.23793 3.50930
H 8.24983 1.18927 2.85684
H 8.39417 -0.27031 1.87280
H 7.47860 -0.10072 5.51071
H 5.72793 -0.16088 5.26730
H 6.64233 1.28011 4.81452
H 5.84942 2.04854 3.04453
H 4.13312 2.80441 1.43680
H 5.46222 -2.00918 1.64596
C -2.29590 -3.12518 -1.06286
C -2.62697 -2.51701 -2.43583
C -1.46356 -2.77767 -3.39887
C -3.88720 -3.19915 -2.98451
Si -2.88983 -0.66432 -2.20365
O -1.69031 -0.04333 -1.24480
C -4.52958 -0.37602 -1.35262
C -4.67869 -0.68074 0.00749
C -5.89434 -0.49619 0.65277
C -6.98465 0.00836 -0.04358
C -6.85493 0.32756 -1.38749
C -5.63902 0.13650 -2.03173
C -2.88504 0.27025 -3.83357
C -2.14244 1.44873 -3.94518
C -2.12137 2.19673 -5.11588
C -2.85116 1.77570 -6.21634
C -3.60327 0.61059 -6.13483
C -3.62158 -0.12448 -4.95861
H -1.97961 -4.16791 -1.18430
H -3.16584 -3.11954 -0.40302
H -1.49381 -2.58395 -0.55519
H -1.33299 -3.85548 -3.54996
H -0.52491 -2.39181 -3.00051
H -1.63039 -2.32061 -4.37718
H -3.73680 -4.28451 -3.00537
H -4.11257 -2.89086 -4.00628
H -4.76414 -2.99519 -2.36668
H -3.82853 -1.04504 0.57260
H -5.99256 -0.74942 1.70191
H -7.93022 0.16114 0.46199
H -7.69864 0.73205 -1.93266
H -5.55379 0.40170 -3.07942
H -1.57209 1.80789 -3.09735
H -1.53672 3.10688 -5.16347
H -2.84246 2.35571 -7.13069
H -4.17454 0.27337 -6.99083
H -4.23249 -1.01773 -4.92049
*
```

Here are the Löwdin charges for atoms 1 to 4, given in e: 1.28, 0.17, -0.50, -0.07

Entry 3:
This record from OMol25 describes a cluster of 6 separate species, C29H39Br2N8OS in total in a non-equilibrium geometry. The level of theory is the ωB97M-V functional and the def2-TZVPD basis.

Summary:
* frontier orbital gap: 6.62 eV

The geometry in ORCA input format:
```
! RIJCOSX wB97M-V def2-TZVPD def2/J DEFGRID3
* xyz -1 1
C 6.24903 2.02096 0.74237
C 4.72957 1.93254 0.88705
Br 4.25579 1.94268 2.80882
C 4.15022 0.68306 0.24193
Br 4.39638 1.46624 -1.96100
N 2.93302 0.36518 0.51295
C 2.54352 -0.97013 0.11393
C 1.02503 -1.10736 0.20714
C 0.52168 -0.83588 1.63372
C 0.33806 0.66246 1.93323
S -1.37064 1.15181 2.36424
C -1.95445 1.52884 0.78084
N -2.19833 0.67783 -0.15532
N -2.60526 1.40709 -1.26626
C -2.57199 2.63377 -0.89761
O -2.17897 2.80441 0.36803
H 6.73107 2.17396 1.70781
H 6.51596 2.88356 0.13040
H 6.64045 1.12066 0.27078
H 4.21971 2.79286 0.46694
H 4.88851 -0.13375 0.23802
H 2.88102 -1.19880 -0.90590
H 2.98834 -1.70495 0.80552
H 0.71016 -2.10864 -0.10236
H 0.56584 -0.38619 -0.47525
H -0.43997 -1.33747 1.77144
H 1.22459 -1.26221 2.35403
H 0.61897 1.23891 1.05399
H 0.97515 1.02850 2.73673
H -2.82147 3.47973 -1.51793
N 6.42366 0.31848 -4.72229
C 7.52025 -0.44176 -4.45276
C 8.37028 -0.36031 -5.52782
C 7.75217 0.49034 -6.48475
C 6.55186 0.89033 -5.95161
H 5.63515 0.43778 -4.10007
H 7.60664 -0.97183 -3.52010
H 9.32547 -0.85120 -5.61574
H 8.14222 0.77696 -7.44749
H 5.78424 1.53518 -6.34307
N -3.97035 -3.04432 1.42018
C -4.05435 -4.33858 1.86032
C -3.16707 -5.08361 1.12959
C -2.52075 -4.20089 0.21767
C -3.03742 -2.94941 0.42410
H -4.50669 -2.27379 1.77373
H -4.72989 -4.61637 2.65074
H -2.99453 -6.14114 1.23953
H -1.76135 -4.45345 -0.50311
H -2.82892 -2.00025 -0.04490
N 2.97578 0.55168 5.90290
C 1.89650 0.24725 6.68111
C 2.34469 0.04290 7.96040
C 3.75421 0.23442 7.94732
C 4.10961 0.54781 6.66078
H 2.94459 0.74878 4.91640
H 0.90604 0.20138 6.26214
H 1.73251 -0.21478 8.80846
H 4.42771 0.15174 8.78390
H 5.06700 0.76811 6.22124
N -5.47827 -3.73372 -2.18082
C -6.44341 -3.02252 -2.83563
C -6.36271 -3.33147 -4.16803
C -5.30223 -4.26685 -4.31934
C -4.77751 -4.49117 -3.07375
H -5.29051 -3.69831 -1.19340
H -7.10272 -2.35946 -2.30264
H -6.98940 -2.93017 -4.94674
H -4.96134 -4.71757 -5.23611
H -3.96730 -5.11939 -2.74708
N -6.85621 4.24074 -1.93144
C -5.88106 4.03299 -0.99560
C -6.01427 4.99384 -0.02970
C -7.11571 5.81443 -0.39994
C -7.61341 5.32308 -1.57717
H -6.99093 3.68317 -2.75392
H -5.18642 3.21784 -1.09688
H -5.39304 5.09689 0.84403
H -7.49704 6.66630 0.13724
H -8.43674 5.65021 -2.18809
*
```

Here are the Löwdin charges for atoms 1 to 4, given in e: -0.19, -0.76, 0.65, -0.68

Number 1: DFT total energy -36828.791 eV. Number 2: DFT total energy -92672.126 eV. Number 3: DFT total energy -195594.160 eV.